No. 1
The following is a quantum chemistry calculation of a cluster of 2 separate species, C4H9NO2 in total, from OMol25.

- HOMO (eV) = -10.00
- E_LUMO (eV) = 0.599
- Kohn-Sham gap (eV) = 10.6
- relative energy (zero: lowest compared OMol25 entry of this formula, charge and spin) (kcal per mole) = 35.7
- largest force on an atom (eV Å⁻¹) = 0.74
- molar mass (g mol⁻¹) = 103.12

```
16
Properties=species:S:1:pos:R:3:nbo_charge:R:1
C -1.9168 0.8981 0.7234 -0.615
C -1.9227 -0.5404 0.2237 -0.207
N -0.5681 -1.0314 -0.0015 -0.587
C 0.2883 -1.4403 0.7508 0.869
O 1.1960 -1.8474 1.3727 -0.506
H -1.4803 1.5672 -0.0236 0.222
H -2.9396 1.2260 0.9346 0.219
H -1.3327 0.9830 1.6457 0.209
H -2.4262 -1.1999 0.9385 0.197
H -2.4587 -0.6155 -0.7254 0.209
C 2.5979 0.4275 -0.9919 -0.251
O 1.4448 0.3819 -1.8045 -0.742
H 3.4606 0.0459 -1.5521 0.170
H 2.8156 1.4627 -0.6979 0.164
H 2.5113 -0.1682 -0.0736 0.168
H 0.7591 -0.1314 -1.3610 0.482
```

=====

No. 2
The following is a quantum chemistry calculation of a cluster of 2 separate species, C4H4O2 in total, from OMol25.

- HOMO (eV) = -8.79
- E_LUMO (eV) = 0.621
- Kohn-Sham gap (eV) = 9.4
- relative energy (zero: lowest compared OMol25 entry of this formula, charge and spin) (kcal per mole) = 53.3
- largest force on an atom (eV Å⁻¹) = 2.13
- molar mass (g mol⁻¹) = 84.07

```
10
Properties=species:S:1:pos:R:3:nbo_charge:R:1
C 0.9458 -0.0402 0.4553 0.054
C -1.3669 1.0948 0.6100 0.461
O 1.7916 0.8494 -0.1500 -0.672
C 0.0114 -0.6933 -0.2044 -0.014
C -0.9513 -1.3031 -0.8107 -0.428
O -1.1726 2.1436 0.2076 -0.524
H 2.4008 1.2183 0.4956 0.485
H 1.1025 -0.2414 1.5109 0.194
H -1.9422 -0.7958 -0.7718 0.218
H -0.8191 -2.2323 -1.3426 0.226
```

=====

No. 3
The following is a quantum chemistry calculation of a structure of composition C4H6LiOTl, from OMol25.

- HOMO (spin up / spin down) (eV) = -17.32 / -17.33
- E_LUMO (spin up / spin down) (eV) = -11.006 / -11.006
- Kohn-Sham gap (spin up / spin down) (eV) = 6.3 / 6.3
- largest force on an atom (eV Å⁻¹) = 5.90
- charge = +2
- molar mass (g mol⁻¹) = 281.41

```
13
Properties=species:S:1:pos:R:3:mulliken_charge:R:1
C -1.1843 -0.4895 0.8234 -0.565
C -1.8014 0.6789 0.5087 -1.287
H -0.8483 -0.6695 1.8477 0.356
H -1.0859 -1.2897 0.0838 0.517
H -2.0354 1.4136 1.2854 0.474
H -2.1664 0.8682 -0.5072 0.549
Li -3.7507 -0.7499 1.0206 0.973
O 2.9985 1.2554 -0.5722 -0.437
C 2.6811 -0.0314 -0.8225 -0.253
C 1.3832 -0.4413 -0.8390 -0.179
Tl 1.0826 1.6040 -0.5962 1.031
H 1.1860 -1.4709 -1.1547 0.413
H 3.5409 -0.6780 -1.0777 0.409
```

=====

No. 4
The following is a quantum chemistry calculation of a cluster of 2 separate species, C5H13NO in total, from OMol25.

- HOMO (eV) = -9.90
- E_LUMO (eV) = 0.841
- Kohn-Sham gap (eV) = 10.7
- relative energy (zero: lowest compared OMol25 entry of this formula, charge and spin) (kcal per mole) = 4.3
- largest force on an atom (eV Å⁻¹) = 1.10
- molar mass (g mol⁻¹) = 103.16

```
20
Properties=species:S:1:pos:R:3:nbo_charge:R:1
C 1.7438 1.9892 -0.5682 -0.711
C 2.0941 0.7148 0.1557 0.677
N 3.0419 -0.0735 -0.4208 -0.829
O 1.5732 0.3800 1.2036 -0.625
H 2.3903 2.7649 -0.1385 0.239
H 0.7088 2.2607 -0.4167 0.245
H 1.9946 1.9119 -1.6196 0.210
H 3.1343 -0.9726 0.0254 0.403
H 3.4333 0.0466 -1.3363 0.394
C -1.1451 -1.7466 -0.2697 -0.617
C -1.4050 -0.3114 0.2227 -0.419
C -2.7832 -0.2047 0.8803 -0.597
H -1.9872 -2.4174 -0.1013 0.200
H -0.3379 -2.2470 0.2637 0.209
H -0.9878 -1.8347 -1.3463 0.202
H -0.6620 -0.0580 0.9654 0.235
H -1.3365 0.3598 -0.6282 0.187
H -3.5771 -0.5684 0.2165 0.193
H -2.8563 -0.8151 1.7762 0.201
H -3.0359 0.8216 1.1360 0.203
```

=====

No. 5
The following is a quantum chemistry calculation of a structure of composition C3H2BrNS, from OMol25.

- HOMO (eV) = -8.45
- E_LUMO (eV) = -0.582
- Kohn-Sham gap (eV) = 7.9
- relative energy (zero: lowest compared OMol25 entry of this formula, charge and spin) (kcal per mole) = 97.5
- largest force on an atom (eV Å⁻¹) = 4.37
- molar mass (g mol⁻¹) = 164.03

```
8
Properties=species:S:1:pos:R:3:nbo_charge:R:1
C 1.1996 -0.9789 1.4267 0.049
C 0.5564 -0.4688 -0.8103 -0.234
C -1.4560 1.1977 -0.0714 -0.469
N 0.7193 -0.6961 0.3836 -0.279
S -0.3988 0.9486 -1.3610 0.401
Br -2.3586 2.8063 0.0219 0.126
H 0.7137 -1.6727 2.0121 0.178
H 1.0244 -1.1360 -1.6016 0.229
```

=====

No. 6
The following is a quantum chemistry calculation of a structure of composition C38H29ClFeIN8O4S, from OMol25.

- HOMO (spin up / spin down) (eV) = -0.31 / -1.95
- E_LUMO (spin up / spin down) (eV) = 3.578 / 3.578
- Kohn-Sham gap (spin up / spin down) (eV) = 3.9 / 5.5
- relative energy (zero: lowest compared OMol25 entry of this formula, charge and spin) (kcal per mole) = 11.4
- largest force on an atom (eV Å⁻¹) = 1.76
- charge = -2
- multiplicity = 2
- molar mass (g mol⁻¹) = 911.97

```
83
Properties=species:S:1:pos:R:3:lowdin_spin:R:1
Fe 0.1181 0.0462 -0.0727 0.011
Cl 4.4233 -5.0913 1.5553 0.000
C 3.3632 -3.6902 1.6128 0.000
C 3.1344 -3.0607 2.8046 0.000
C 2.2801 -1.9579 2.8927 0.000
I 1.9769 -1.0251 4.7219 0.000
C 1.5832 -1.4511 1.7807 0.000
O 0.7219 -0.5202 1.7935 0.001
C 1.9317 -2.0856 0.5094 0.002
N 1.3761 -1.5059 -0.5877 -0.004
C 1.5540 -2.0472 -1.7732 0.004
C 2.3272 -3.2164 -1.9456 0.000
C 2.9352 -3.7852 -0.8626 0.003
C 2.7631 -3.2146 0.4225 0.000
H 3.6243 -3.4242 3.6986 0.000
H 1.0926 -1.5410 -2.6108 0.002
H 2.4316 -3.6377 -2.9367 0.000
H 3.5463 -4.6725 -0.9666 0.000
N -1.5448 1.4626 7.1568 0.000
C -1.4186 1.8749 5.8102 0.000
C -1.3954 3.2272 5.4843 0.000
C -1.2858 3.6235 4.1595 0.000
C -1.2053 2.6726 3.1544 0.000
C -1.2258 1.3241 3.4726 0.001
C -1.3387 0.9297 4.7943 0.000
S -1.1423 3.2013 1.4571 0.001
O -2.4629 2.9925 0.9217 0.000
O -0.6405 4.5582 1.4751 0.002
N -0.1642 2.1939 0.6761 0.006
C 1.1490 2.1708 1.0043 0.000
N 1.8826 1.4041 0.1605 0.002
C 3.1500 1.1924 0.4804 0.000
C 3.7494 1.7606 1.5881 0.000
C 2.9186 2.5636 2.3673 0.000
N 1.6460 2.7797 2.1011 0.000
H -1.1406 2.1259 7.8017 0.000
H -1.1461 0.5474 7.3123 0.000
H -1.4515 3.9718 6.2723 0.000
H -1.2372 4.6702 3.8937 0.000
H -1.1127 0.5845 2.6950 0.001
H -1.3311 -0.1259 5.0390 0.000
H 3.7080 0.5417 -0.1886 0.000
H 4.7831 1.5781 1.8408 0.000
H 3.3070 3.0450 3.2622 0.000
N -7.7974 2.8429 -6.3150 0.005
C -6.9607 2.4877 -5.6055 0.002
C -5.9145 2.0392 -4.7211 0.009
C -5.2321 0.8541 -4.9965 0.002
C -4.2339 0.4285 -4.1408 0.015
C -3.8879 1.1595 -2.9979 0.040
C -4.5773 2.3526 -2.7501 0.015
C -5.5816 2.7908 -3.5940 0.000
C -2.8143 0.6886 -2.0925 0.310
C -1.4931 0.7874 -2.6357 0.018
C -1.1984 1.1915 -3.9606 0.109
C 0.1942 1.2685 -4.0650 0.039
C 0.6847 0.9253 -2.8094 0.090
N -0.3086 0.6196 -1.9510 0.045
C -3.2695 0.3211 -0.7782 0.010
C -4.4611 0.7141 -0.1504 0.101
C -4.4419 0.2221 1.1635 0.017
C -3.2694 -0.4833 1.3113 0.083
N -2.5737 -0.4436 0.1407 0.030
H -5.4937 0.2721 -5.8711 0.000
H -3.6994 -0.4913 -4.3423 0.000
H -4.2940 2.9444 -1.8888 0.000
H -6.1002 3.7190 -3.3917 0.000
H -1.9143 1.4318 -4.7291 0.007
H 0.7763 1.5673 -4.9237 0.001
H 1.7110 0.9060 -2.4736 0.006
H -5.2067 1.3683 -0.5676 0.006
H -5.1618 0.4132 1.9427 -0.001
H -2.8701 -1.0164 2.1544 0.005
C -2.2391 -3.3095 0.9680 0.001
O -1.3018 -2.2547 0.9374 -0.001
C -1.3848 -1.3260 -0.1593 -0.004
C -1.6295 -2.1081 -1.4453 0.004
H -3.2655 -2.9654 0.8035 0.001
H -2.1779 -3.7563 1.9627 0.000
H -2.0133 -4.0868 0.2286 0.000
H -2.6846 -2.3560 -1.6056 0.001
H -1.0657 -3.0427 -1.3875 0.000
H -1.2833 -1.5739 -2.3251 0.000
```

=====

No. 7
The following is a quantum chemistry calculation of a structure of composition C3H3O2Pt, from OMol25.

- HOMO (spin up / spin down) (eV) = -1.80 / -4.25
- E_LUMO (spin up / spin down) (eV) = 3.496 / 3.273
- Kohn-Sham gap (spin up / spin down) (eV) = 5.3 / 7.5
- relative energy (zero: lowest compared OMol25 entry of this formula, charge and spin) (kcal per mole) = 92.2
- largest force on an atom (eV Å⁻¹) = 7.89
- charge = -1
- multiplicity = 3
- molar mass (g mol⁻¹) = 266.13

```
9
Properties=species:S:1:pos:R:3:lowdin_spin:R:1
H 0.3814 -1.8105 -1.1546 0.000
O -0.5799 0.4218 0.0665 0.040
O 0.1997 2.2243 -0.8286 0.250
C -0.0541 -1.9116 -0.1503 0.001
C -0.1158 -0.7590 0.5968 0.005
C 0.1986 0.9831 -0.9505 0.027
H -0.6509 -1.0246 1.5340 0.001
H 1.1010 -1.5137 0.5657 0.001
Pt -0.4802 3.3902 0.3210 1.675
```

=====

No. 8
The following is a quantum chemistry calculation of a cluster of 3 separate species, C4H15N3O2 in total, from OMol25.

- HOMO (eV) = -8.22
- E_LUMO (eV) = 0.624
- Kohn-Sham gap (eV) = 8.8
- relative energy (zero: lowest compared OMol25 entry of this formula, charge and spin) (kcal per mole) = 20.9
- largest force on an atom (eV Å⁻¹) = 1.25
- molar mass (g mol⁻¹) = 137.18

```
24
Properties=species:S:1:pos:R:3:nbo_charge:R:1
N -2.6429 1.2453 0.7022 -0.834
C -1.3173 1.3998 1.2219 -0.093
C -0.2069 1.0077 0.5952 0.140
N -0.2433 0.4166 -0.6843 -0.855
C 1.1464 1.1497 1.2798 -0.468
C 2.2770 0.1577 0.9513 -0.223
N 2.4224 -0.9111 1.9501 -0.824
H -2.6559 0.4109 0.1366 0.338
H -2.9650 2.0010 0.1149 0.366
H -1.2739 1.7713 2.2333 0.183
H 0.6972 0.2599 -1.0216 0.361
H -0.6967 -0.4832 -0.8473 0.391
H 1.0194 1.1791 2.3607 0.224
H 1.4625 2.1852 1.0902 0.219
H 3.1764 0.7669 0.8744 0.199
H 2.1715 -0.3736 0.0104 0.173
H 1.5098 -1.0479 2.3906 0.348
H 2.9675 -0.6119 2.7516 0.351
O -2.1285 -1.1220 -2.2540 -0.941
H -2.5507 -0.9689 -3.1074 0.480
H -2.3771 -0.3659 -1.7021 0.463
O 0.7978 -2.4695 -2.6297 -0.931
H 1.2958 -1.8521 -3.1713 0.468
H 0.8201 -2.1463 -1.7228 0.465
```

=====

No. 9
The following is a quantum chemistry calculation of a structure of composition C2H4CsO2, from OMol25.

- HOMO (eV) = -0.87
- E_LUMO (eV) = 1.134
- Kohn-Sham gap (eV) = 2.0
- relative energy (zero: lowest compared OMol25 entry of this formula, charge and spin) (kcal per mole) = 6.7
- largest force on an atom (eV Å⁻¹) = 1.84
- charge = -1
- molar mass (g mol⁻¹) = 192.96

```
9
Properties=species:S:1:pos:R:3:mulliken_charge:R:1
Cs 3.0868 0.0438 2.3200 0.759
O -1.8767 -0.9335 0.4037 -0.891
C -1.0813 -0.3195 -0.5215 -0.298
C 0.2725 0.3273 -0.0298 -0.100
O 0.4422 0.8269 1.2441 -0.842
H -1.6172 0.4892 -1.0697 0.103
H -0.8046 -1.0754 -1.2867 0.125
H 0.5555 1.1209 -0.7623 0.142
H 1.0227 -0.4797 -0.2978 0.001
```

=====

No. 10
The following is a quantum chemistry calculation of the molecule C4H7NO, from OMol25.

- HOMO (eV) = -9.39
- E_LUMO (eV) = 0.976
- Kohn-Sham gap (eV) = 10.4
- relative energy (zero: lowest compared OMol25 entry of this formula, charge and spin) (kcal per mole) = 40.9
- largest force on an atom (eV Å⁻¹) = 2.61
- molar mass (g mol⁻¹) = 85.11

```
13
Properties=species:S:1:pos:R:3:nbo_charge:R:1
O -0.4520 -1.6995 -1.8030 -0.617
C -0.1140 -1.0275 -0.8684 0.662
C -1.0982 -0.2241 0.0254 -0.507
C -0.3590 0.7048 0.9859 -0.445
C 0.8955 0.7977 0.1491 -0.159
N 1.1372 -0.8393 -0.4572 -0.669
H -1.7358 0.3303 -0.6598 0.228
H -1.6719 -0.9620 0.5614 0.235
H -0.8892 1.6568 1.1713 0.230
H -0.1510 0.2470 1.9579 0.216
H 0.8154 1.5856 -0.6152 0.205
H 1.8164 0.7459 0.6557 0.213
H 1.8066 -1.3159 -1.1031 0.408
```

=====

No. 11
The following is a quantum chemistry calculation of the molecule C4H4O, from OMol25.

- HOMO (eV) = -8.68
- E_LUMO (eV) = 1.146
- Kohn-Sham gap (eV) = 9.8
- relative energy (zero: lowest compared OMol25 entry of this formula, charge and spin) (kcal per mole) = 10.9
- largest force on an atom (eV Å⁻¹) = 4.17
- molar mass (g mol⁻¹) = 68.07

```
9
Properties=species:S:1:pos:R:3:nbo_charge:R:1
C 0.0161 -0.7026 -0.7648 -0.324
C -1.0555 -0.0820 -0.0371 -0.326
C -0.3942 0.8146 0.7708 0.082
O 0.9269 0.8317 0.6309 -0.387
C 1.1724 -0.0757 -0.2910 0.080
H -0.0366 -1.6042 -1.3437 0.230
H -2.1626 -0.1732 -0.1906 0.242
H -0.6861 1.4280 1.6549 0.201
H 2.2198 -0.4365 -0.4293 0.201
```

=====

No. 12
The following is a quantum chemistry calculation of a structure of composition C22H20ClNZr, from OMol25.

- HOMO (spin up / spin down) (eV) = -5.59 / -5.36
- E_LUMO (spin up / spin down) (eV) = -1.733 / -2.271
- Kohn-Sham gap (spin up / spin down) (eV) = 3.9 / 3.1
- largest force on an atom (eV Å⁻¹) = 5.94
- molar mass (g mol⁻¹) = 425.09

```
45
Properties=species:S:1:pos:R:3:nbo_charge:R:1
C 2.1027 -2.3358 2.0495 -0.490
C 2.0631 -3.2232 0.8292 -0.206
C 0.6843 -3.4611 0.4166 -0.224
H 2.9814 -3.7078 0.3513 0.275
C -0.1797 -2.7527 1.3113 -0.216
C 0.6439 -1.9774 2.3169 -0.592
H 0.2342 -1.2135 3.0848 0.278
H 3.0095 -1.7862 2.5108 0.276
H 0.3253 -4.2558 -0.3168 0.286
H -1.3039 -2.8045 1.3400 0.266
Zr 1.4042 -0.5206 0.9054 1.936
Cl 3.5626 -0.1992 -0.4640 -0.488
C 0.2857 -0.5040 -3.4206 -0.371
C -0.9691 -1.1035 -3.0193 -0.328
C -0.7552 -2.4528 -2.8093 -0.336
H -1.8273 -0.5131 -2.6358 0.187
C 0.6384 -2.7212 -3.0847 -0.373
C 1.2463 -1.5143 -3.4591 -0.275
H 2.3248 -1.3418 -3.5118 0.200
H 0.4873 0.5800 -3.4084 0.183
H -1.3786 -3.1294 -2.1825 0.176
H 1.1718 -3.6574 -2.7375 0.180
C -4.3045 1.0998 1.0826 -0.248
C -3.7908 -0.1212 0.6520 -0.198
C -2.4485 -0.2785 0.3736 -0.196
C -1.6069 0.8185 0.5318 0.121
C -2.0567 2.0519 0.9524 -0.282
C -3.4212 2.1850 1.2251 -0.168
N -0.2749 0.6068 0.3784 -0.737
C 0.7211 1.7366 0.4266 0.160
C 0.7509 2.6673 -0.6256 -0.205
C 1.5850 3.7663 -0.4832 -0.148
C 2.3648 3.9413 0.6704 -0.197
C 2.3026 3.0106 1.6988 -0.142
C 1.5309 1.8510 1.5798 -0.352
H -5.3614 1.2864 1.3291 0.220
H -4.4931 -0.9133 0.5657 0.215
H -2.1132 -1.2484 -0.0097 0.231
H -1.3307 2.8661 1.0423 0.214
H -3.7795 3.1734 1.5540 0.212
H 0.0723 2.5095 -1.4727 0.266
H 1.6003 4.4940 -1.2773 0.232
H 2.9701 4.8374 0.7647 0.235
H 2.8755 3.1578 2.5938 0.229
H 1.4563 1.0972 2.3818 0.193
```